Record 1
{"formula": "C3H6N2O", "method": "ωB97M-V/def2-TZVPD", "symbols": ["C", "H", "C", "H", "H", "H", "N", "N", "O", "H", "H", "C"], "coordinates": [[-1.04933, 0.23196, -1.51864], [1.32589, 1.42034, 0.47308], [-0.91053, -0.43459, -0.19389], [-1.08677, 0.82246, 1.24508], [0.90898, -1.44011, 0.46361], [-1.27960, -1.46105, -0.29571], [1.04862, 0.58091, 0.97211], [-0.91680, 0.70004, -2.56866], [-1.65691, 0.15795, 0.82155], [1.11476, -0.37965, -0.93265], [1.86726, 0.26985, 1.48476], [0.63440, -0.46811, 0.04938]], "atomic_forces_ev_per_a": [[0.107, 0.467, -0.923], [-0.068, -0.078, 0.020], [0.130, -0.194, -0.270], [0.066, -0.184, 0.010], [-0.100, 0.120, 0.093], [0.084, 0.156, -0.138], [0.186, 0.092, -0.084], [-0.388, -0.355, 0.964], [0.173, 0.204, 0.059], [-0.002, -0.158, 0.211], [-0.228, 0.140, 0.070], [0.042, -0.209, -0.013]], "e_above_lowest_kcal_mol": 35.2, "homo_lumo_gap_ev": 11.25}

---

Record 2
{"formula": "C3H6N2O", "method": "ωB97M-V/def2-TZVPD", "symbols": ["C", "H", "H", "H", "H", "N", "C", "C", "H", "H", "N", "O"], "coordinates": [[0.76887, -0.95480, -0.13186], [0.62262, -2.03753, -0.19150], [-0.39986, 1.79883, 1.10181], [1.84455, -0.74831, 0.01833], [-0.24620, -0.48387, 1.92593], [0.17089, 1.17691, 0.53249], [-0.59934, 0.76948, -0.60027], [-0.16144, -0.26176, 0.87503], [-1.29344, -0.28036, 0.40744], [0.88334, 0.25134, -1.86385], [0.18954, -0.23850, -1.30561], [-1.77953, 1.00858, -0.76793]], "atomic_forces_ev_per_a": [[-0.472, -0.024, 0.199], [-0.109, 0.218, -0.144], [-0.115, -0.064, -0.132], [-0.603, 0.097, 0.150], [0.642, -0.118, 0.331], [-0.910, -0.398, -0.094], [-0.663, 1.874, -1.808], [-1.125, -0.736, 0.613], [2.394, -2.117, 2.497], [0.003, -0.217, 0.003], [-0.166, 0.322, -0.249], [1.123, 1.161, -1.366]], "e_above_lowest_kcal_mol": 78.3, "homo_lumo_gap_ev": 10.96}

---

Q: What is the formula in the first record?
A: C3H6N2O

---

Please write out number 1 again, unchanged.
{"formula": "C3H6N2O", "method": "ωB97M-V/def2-TZVPD", "symbols": ["C", "H", "C", "H", "H", "H", "N", "N", "O", "H", "H", "C"], "coordinates": [[-1.04933, 0.23196, -1.51864], [1.32589, 1.42034, 0.47308], [-0.91053, -0.43459, -0.19389], [-1.08677, 0.82246, 1.24508], [0.90898, -1.44011, 0.46361], [-1.27960, -1.46105, -0.29571], [1.04862, 0.58091, 0.97211], [-0.91680, 0.70004, -2.56866], [-1.65691, 0.15795, 0.82155], [1.11476, -0.37965, -0.93265], [1.86726, 0.26985, 1.48476], [0.63440, -0.46811, 0.04938]], "atomic_forces_ev_per_a": [[0.107, 0.467, -0.923], [-0.068, -0.078, 0.020], [0.130, -0.194, -0.270], [0.066, -0.184, 0.010], [-0.100, 0.120, 0.093], [0.084, 0.156, -0.138], [0.186, 0.092, -0.084], [-0.388, -0.355, 0.964], [0.173, 0.204, 0.059], [-0.002, -0.158, 0.211], [-0.228, 0.140, 0.070], [0.042, -0.209, -0.013]], "e_above_lowest_kcal_mol": 35.2, "homo_lumo_gap_ev": 11.25}